Below is a cluster of 2 separate species, C49H40N2O4 in total in a non-equilibrium geometry, with properties calculated with wB97M-V/def2-TZVPD.

Its HOMO energy is -0.27062 Eh. For the HOMO-LUMO gap, the calculation gives 7.26 eV. The charge is 0. The electronic energy is -62631.42135 eV. The multiplicity is 1. For the LUMO energy, the calculation gives -0.1 eV. For the max |F|, the calculation gives 3.09 eV/A.

Each line ends with the Löwdin charge.
Cartesian coordinates (Å):
C 0.1251 -1.4757 6.9885  -0.091
C 0.5601 -0.2657 7.5463  -0.084
C 1.3615 0.5880 6.7916  -0.017
C 1.6777 0.2348 5.4770  -0.220
N 2.4207 1.1677 4.6932  -0.041
C 3.8401 1.0305 4.6794  -0.217
C 4.4129 0.1176 3.7847  -0.011
C 5.7758 -0.1608 3.8601  -0.080
C 6.5670 0.4828 4.8182  -0.090
C 5.9937 1.4136 5.6944  -0.080
C 4.6232 1.6739 5.6426  -0.017
C 1.7359 2.0103 3.7843  -0.196
C 1.9510 3.3938 3.8544  0.015
C 1.1775 4.2487 3.0720  0.001
C 0.3275 3.7333 2.0728  -0.228
C -0.3867 4.6526 1.2044  0.000
C -0.5334 4.2627 -0.1890  -0.190
C -1.5243 4.8255 -1.0178  -0.017
C -1.6210 4.5025 -2.3516  0.012
C -0.6856 3.6373 -2.9664  -0.197
N -0.8040 3.3500 -4.3227  -0.023
C 0.2358 2.7028 -5.0595  -0.233
C 0.2320 1.3098 -5.2140  -0.014
C 1.1321 0.7092 -6.0971  -0.078
C 1.9886 1.5060 -6.8682  -0.089
C 2.0405 2.8944 -6.6615  -0.081
C 1.1684 3.4930 -5.7541  -0.012
C -2.1053 3.3473 -4.9198  -0.236
C -2.4531 4.3471 -5.8405  -0.009
C -3.7542 4.3816 -6.3384  -0.081
C -4.6693 3.3879 -5.9764  -0.088
C -4.2856 2.3535 -5.1179  -0.076
C -3.0039 2.3309 -4.5812  -0.015
C 0.3664 3.1411 -2.1888  -0.009
C 0.3921 3.3930 -0.8391  -0.018
C 0.1228 2.3343 2.0077  -0.013
C 0.8389 1.4829 2.8531  0.007
C 1.2893 -0.9896 4.9294  -0.022
C 0.4752 -1.8334 5.6878  -0.077
H -0.4954 -2.1440 7.5860  0.101
H 0.2852 0.0179 8.5583  0.103
H 1.7419 1.5334 7.1907  0.119
H 3.7602 -0.3774 3.0641  0.114
H 6.2090 -0.8868 3.1735  0.102
H 7.6321 0.2561 4.8847  0.101
H 6.6074 1.9317 6.4291  0.102
H 4.1378 2.3614 6.3398  0.112
H 2.6309 3.7824 4.6018  0.113
H 1.2396 5.3188 3.2320  0.119
H -0.0539 5.7509 1.3386  0.158
H -2.2479 5.5454 -0.6239  0.109
H -2.4300 4.9230 -2.9602  0.122
H -0.4845 0.7115 -4.6486  0.115
H 1.1495 -0.3775 -6.1960  0.104
H 2.6200 1.0439 -7.6339  0.103
H 2.7491 3.5162 -7.2171  0.105
H 1.1655 4.5759 -5.5945  0.121
H -1.7040 5.0898 -6.1300  0.120
H -4.0485 5.1899 -7.0047  0.102
H -5.6833 3.4185 -6.3718  0.101
H -4.9835 1.5638 -4.8525  0.104
H -2.6745 1.5349 -3.9075  0.122
H 1.1295 2.5334 -2.6740  0.114
H 1.1881 2.9420 -0.2406  0.117
H -0.6072 1.9003 1.3108  0.137
H 0.7019 0.4112 2.8108  0.100
H 1.6169 -1.2586 3.9255  0.107
H 0.1238 -2.7654 5.2481  0.104
C -4.7579 6.8776 2.8232  0.036
C -3.9771 7.1534 1.5553  -0.521
C -4.6206 8.2631 0.7300  0.019
O -2.6256 7.5810 1.8416  0.085
C -1.8298 6.6802 2.4883  -0.382
O -0.8473 7.1081 3.1093  0.082
C -2.1155 5.2089 2.2398  -0.073
C -2.1384 4.4066 3.4526  -0.174
C -2.5759 3.0483 3.4173  -0.017
C -2.2681 2.1790 4.4621  -0.074
C -1.5433 2.6263 5.5705  -0.087
C -1.1453 3.9573 5.6587  -0.077
C -1.4376 4.8388 4.6234  -0.021
C -3.2321 4.8874 1.2905  -0.403
O -3.5128 3.7645 0.8711  0.108
O -3.8901 5.9745 0.7248  0.046
H -4.2773 6.1024 3.4274  0.094
H -4.8244 7.8150 3.3876  0.108
H -5.7627 6.5557 2.5281  0.109
H -4.0247 8.4850 -0.1625  0.099
H -5.6280 7.9736 0.4185  0.097
H -4.7030 9.1790 1.3270  0.098
H -3.1092 2.6969 2.5308  0.104
H -2.5921 1.1377 4.3837  0.109
H -1.2933 1.9341 6.3764  0.092
H -0.5797 4.3345 6.5168  0.109
H -1.0688 5.8609 4.6574  0.100


Below is a structure of composition C17H21CrN4O6S3, with properties calculated with wB97M-V/def2-TZVPD.

For the relative energy (zero: lowest compared OMol25 entry of this formula, charge and spin), the calculation gives 14.4 kJ/mol. Its HOMO energy (spin up / spin down) is -0.26532 / -0.26612 Eh. For the HOMO-LUMO gap (spin up / spin down), the calculation gives 6.87 / 6.90 eV. The charge is 0. The electronic energy is -97145.11792 eV. The multiplicity is 4. For the LUMO energy (spin up / spin down), the calculation gives -0.3 / -0.3 eV. For the max |F|, the calculation gives 0.41 eV/A.

Each line ends with the natural charge from an NBO analysis.
Cartesian coordinates (Å):
Cr 1.1382 -0.0102 0.8839  1.222
O 3.3572 0.1205 0.6999  -0.703
C 3.8796 -0.7607 1.7147  -0.079
C 3.2148 -0.4737 3.0410  -0.254
N 1.7451 -0.4650 2.8829  -0.437
C 1.0641 -1.7328 3.1732  -0.344
C -0.3046 -1.7316 2.4775  0.774
O -1.1208 -2.5651 2.7790  -0.590
O -0.4611 -0.7967 1.5655  -0.709
C 1.1434 0.6556 3.6460  -0.346
C 1.4514 1.9352 2.8837  0.768
O 1.8100 2.9478 3.4265  -0.583
O 1.3188 1.7701 1.5814  -0.745
H 3.5636 1.0431 0.9118  0.513
H 4.9630 -0.6667 1.7845  0.203
H 3.6422 -1.7660 1.3717  0.193
H 3.5211 0.5122 3.3956  0.225
H 3.5313 -1.2040 3.7904  0.220
H 0.9347 -1.8950 4.2447  0.225
H 1.6473 -2.5588 2.7633  0.221
H 1.5227 0.6939 4.6674  0.218
H 0.0617 0.5182 3.6603  0.252
S -4.3157 3.4763 0.8753  -0.184
C -3.1205 2.7765 -0.0283  -0.123
S -1.6372 2.2067 0.6649  0.457
C -1.1353 1.5771 -0.8769  -0.109
N -1.9711 1.8021 -1.8267  -0.281
N -3.0651 2.4999 -1.3550  -0.272
C -4.0651 2.7898 -2.3350  0.218
C -4.3061 1.8513 -3.3303  -0.233
C -5.2605 2.1141 -4.2986  -0.207
C -5.9740 3.3054 -4.2752  -0.215
C -5.7153 4.2376 -3.2816  -0.204
C -4.7574 3.9890 -2.3085  -0.230
S 0.3290 0.6916 -1.2061  -0.161
H -3.7397 0.9314 -3.3392  0.235
H -5.4480 1.3817 -5.0732  0.212
H -6.7245 3.5062 -5.0287  0.212
H -6.2604 5.1724 -3.2577  0.214
H -4.5519 4.7180 -1.5386  0.243
C 2.1694 -4.5118 -0.3745  -0.427
N 2.4773 -3.3855 -1.2467  -0.369
C 3.1709 -3.6667 -2.4947  -0.404
C 2.1124 -2.1583 -0.9301  0.564
O 1.5108 -1.8746 0.1218  -0.669
H 1.5784 -5.2430 -0.9251  0.219
H 1.5971 -4.1633 0.4780  0.246
H 3.0931 -4.9839 -0.0388  0.207
H 2.5570 -4.3049 -3.1300  0.214
H 4.1128 -4.1745 -2.2875  0.209
H 3.3784 -2.7373 -3.0194  0.222
H 2.3377 -1.3937 -1.6789  0.171


Below is an isolated molecule of C5H12N2O in a non-equilibrium geometry, with properties calculated with wB97M-V/def2-TZVPD.

For the relative energy (zero: lowest compared OMol25 entry of this formula, charge and spin), the calculation gives 324.6 kJ/mol. Its HOMO energy is -0.30730 Eh. For the HOMO-LUMO gap, the calculation gives 9.15 eV. The charge is 0. The electronic energy is -10405.05992 eV. As for the structure (SMILES): C=CC(N)(N)[C@H](C)O. The multiplicity is 1. For the LUMO energy, the calculation gives 0.8 eV. For the max |F|, the calculation gives 3.96 eV/A.

Each line ends with the natural charge from an NBO analysis.
Cartesian coordinates (Å):
C -2.0537 -1.3054 0.1567  -0.402
C -1.4368 -0.3778 -0.5621  -0.189
C -0.3440 0.5660 -0.0256  0.150
N -0.3976 1.8715 -0.6092  -0.950
N -0.2819 0.5071 1.4413  -0.865
C 0.8691 -0.1069 -0.6400  0.164
C 1.4192 -1.3572 -0.0252  -0.672
O 1.9814 1.1860 -0.6263  -0.797
H -2.9070 -1.8421 -0.2301  0.201
H -1.7622 -1.5258 1.1720  0.206
H -1.7534 -0.1127 -1.5610  0.216
H -1.1808 2.4033 -0.2444  0.372
H 0.7930 2.1025 -0.6921  0.453
H 0.3976 1.1920 1.7599  0.359
H -1.1893 0.7689 1.8143  0.367
H 0.7822 -0.1465 -1.7241  0.213
H 1.4472 -1.2792 1.0593  0.233
H 0.7967 -2.2070 -0.2998  0.244
H 2.4260 -1.5191 -0.4084  0.229
H 2.3943 1.1823 0.2449  0.467


Below is a cluster of 2 separate species, CBrClN4 in total in a non-equilibrium geometry, with properties calculated with wB97M-V/def2-TZVPD.

For the relative energy (zero: lowest compared OMol25 entry of this formula, charge and spin), the calculation gives 0.0 kJ/mol. Its HOMO energy is -0.36674 Eh. For the HOMO-LUMO gap, the calculation gives 9.35 eV. The charge is 0. The electronic energy is -89558.00055 eV. The multiplicity is 1. For the LUMO energy, the calculation gives -0.6 eV. For the max |F|, the calculation gives 4.02 eV/A.

Each line ends with the natural charge from an NBO analysis.
Cartesian coordinates (Å):
C -2.5130 0.4337 0.7199  0.086
N 2.7396 -0.5137 -0.5500  -0.320
N -1.6310 0.5822 1.4202  -0.306
N 2.5644 -1.2830 0.3445  0.213
N 2.5923 -2.0767 1.1301  -0.010
Cl 1.9972 1.0779 -0.3225  0.118
Br -3.8903 0.1510 -0.3838  0.219